Density functional theory data (wB97M-V/def2-TZVPD) for a molecular structure, C3H5MnO4 at a distorted geometry.

Element x y z (Å)
C  0.3766  1.5868  0.7589
O  0.4681  0.2677  0.2605
C  1.8082  -0.2880  0.0365
H  0.8677  2.2870  0.0674
H  -0.6851  1.8376  0.8438
H  0.8527  1.6522  1.7481
H  2.3737  -0.1479  0.9792
H  2.2706  0.3114  -0.7719
Mn  -0.2907  -1.4855  -0.0929
O  1.5836  -1.5801  -0.2914
C  -3.2099  -1.4585  -1.1951
O  -4.2255  -1.5313  -1.7181
O  -2.1899  -1.4514  -0.6248

Output
Multiplicity: 6
Highest occupied orbital energy (spin up / spin down), hartree: -0.5077 / -0.5166
Energy relative to the best compared isomer or geometry (same formula, charge and spin), kJ/mol: 70.3
Charge: +1
LUMO level (spin up / spin down), eV: -4.29 / -5.19
⟨S²⟩: 8.76
Frontier orbital gap (spin up / spin down), eV: 9.53 / 8.87

=====

Density functional theory data (wB97M-V/def2-TZVPD) for C3H5N in the gas phase at a distorted geometry.

Element x y z (Å)
C  -0.9773  0.4879  0.0446
C  0.1248  -0.3724  -0.6363
C  1.4233  -0.4187  0.3739
N  1.4574  0.3616  -0.5716
H  -2.0369  0.2061  -0.2008
H  -0.7928  1.5190  -0.0544
H  -0.8031  0.2440  1.2041
H  -0.1418  -1.1131  -1.4470
H  1.7464  -0.9145  1.2875

Output
Multiplicity: 1
Highest occupied orbital energy, hartree: -0.3197
Energy relative to the best compared isomer or geometry (same formula, charge and spin), kJ/mol: 300.0
Charge: 0
LUMO level, eV: 1.19
Frontier orbital gap, eV: 9.89
SMILES: C[C@@H]1C=N1

=====

Density functional theory data (wB97M-V/def2-TZVPD) for C3H5N in the gas phase at a distorted geometry.

Element x y z (Å)
C  0.4148  0.8513  0.4799
C  0.4067  -0.4011  -0.3680
C  -1.2776  -1.0311  -0.4120
N  -2.3868  -1.4354  -0.4265
H  -0.5270  0.9788  1.0092
H  0.5746  1.7325  -0.1361
H  1.2111  0.7964  1.2190
H  0.6393  -0.2485  -1.4144
H  0.9449  -1.2428  0.0488

Output
Multiplicity: 1
Highest occupied orbital energy, hartree: -0.4280
Energy relative to the best compared isomer or geometry (same formula, charge and spin), kJ/mol: 109.2
Charge: 0
LUMO level, eV: 0.78
Frontier orbital gap, eV: 12.42
SMILES: CCC#N

=====

Density functional theory data (wB97M-V/def2-TZVPD) for C3H5N in the gas phase at a distorted geometry.

Element x y z (Å)
C  -0.9524  -0.4920  -0.1165
C  0.1086  1.3104  -0.1693
N  1.6679  -0.6087  -0.1694
C  0.6139  0.0543  0.0703
H  2.5213  -0.0924  0.0459
H  -0.0637  1.9219  0.7241
H  -0.9653  -1.3543  0.5501
H  -1.1207  -0.8506  -1.1319
H  -1.8097  0.1114  0.1967

Output
Multiplicity: 1
Highest occupied orbital energy, hartree: -0.3313
Energy relative to the best compared isomer or geometry (same formula, charge and spin), kJ/mol: 437.4
Charge: 0
LUMO level, eV: -0.13
Frontier orbital gap, eV: 8.89

=====

Density functional theory data (wB97M-V/def2-TZVPD) for C3H5N in the gas phase at a distorted geometry.

Element x y z (Å)
C  -1.2259  -0.6659  -0.0206
C  0.1377  -0.3002  0.2017
N  1.3255  -0.6470  0.0296
C  1.4088  0.8717  0.1004
H  -2.0183  0.0578  0.1501
H  -1.6113  -1.6696  0.3976
H  -1.3031  -0.8870  -1.0983
H  1.8644  1.5731  -0.7622
H  1.4221  1.6671  1.0017

Output
Multiplicity: 1
Highest occupied orbital energy, hartree: -0.3125
Energy relative to the best compared isomer or geometry (same formula, charge and spin), kJ/mol: 366.9
Charge: 0
LUMO level, eV: 0.93
Frontier orbital gap, eV: 9.43
SMILES: CC1=NC1

=====

Density functional theory data (wB97M-V/def2-TZVPD) for a gas-phase ion, C3H5N2 (charge +1) at a distorted geometry.

Element x y z (Å)
C  0.6397  0.5966  0.6051
N  0.0173  -0.7656  0.3213
C  -0.4914  -0.2404  -1.0062
N  -1.4570  1.0494  -0.7006
C  -0.2198  1.1076  -0.5017
H  1.7083  0.5921  0.3873
H  0.4368  1.0189  1.5909
H  0.6750  -1.5503  0.2381
H  -0.7200  -1.0335  0.9929
H  -0.5890  -0.7747  -1.9270

Output
Multiplicity: 1
Highest occupied orbital energy, hartree: -0.5392
Energy relative to the best compared isomer or geometry (same formula, charge and spin), kJ/mol: 580.2
Charge: +1
LUMO level, eV: -5.43
Frontier orbital gap, eV: 9.25
SMILES: C1[NH2+][C@H]2N=C12

=====

Density functional theory data (wB97M-V/def2-TZVPD) for a molecular structure, C3H5N2 at a distorted geometry.

Element x y z (Å)
C  -1.8365  1.2566  -1.9597
C  -1.2391  0.9270  -0.9735
C  0.7024  -0.5422  0.2931
N  1.4254  -1.1041  1.2395
N  -0.2783  0.2313  0.4446
H  -2.3010  1.7836  -2.8685
H  0.7000  -0.7720  -0.7472
H  1.9939  -1.9603  1.2513
H  1.3680  -0.6572  2.1416
H  -0.5349  0.8372  1.1787

Output
Multiplicity: 1
Highest occupied orbital energy, hartree: -0.5648
Energy relative to the best compared isomer or geometry (same formula, charge and spin), kJ/mol: 539.7
Charge: +1
LUMO level, eV: -5.20
Frontier orbital gap, eV: 10.17

=====

Density functional theory data (wB97M-V/def2-TZVPD) for a gas-phase ion, C3H5N2O2 (charge +1) at a distorted geometry.

Element x y z (Å)
O  2.1606  1.4937  -1.3478
C  1.0732  1.4326  -0.9844
C  -0.0414  1.3644  -0.3172
N  -1.0381  0.3997  -0.3112
C  -0.9257  -0.8962  0.0007
N  0.0309  -1.4599  0.7039
O  1.0626  -0.7140  1.2311
H  -0.1745  2.0807  0.4653
H  -1.9833  0.5193  -0.8004
H  -1.8383  -1.4345  -0.1149
H  0.0048  -2.4668  0.8692
H  1.6693  -0.3188  0.6057

Output
Multiplicity: 1
Highest occupied orbital energy, hartree: -0.5210
Energy relative to the best compared isomer or geometry (same formula, charge and spin), kJ/mol: 277.0
Charge: +1
LUMO level, eV: -4.22
Frontier orbital gap, eV: 9.96
SMILES: O=C=CN/C=[NH+]\O